(1)
DFT (ωB97M-V/def2-TZVPD) results for 2 unconnected molecules or ions with the total composition C10H16 at a distorted geometry.

The geometry in XYZ format:
```
26
Properties=species:S:1:pos:R:3
C -0.98594 1.28669 -2.47885
C 0.15814 -1.83740 -0.69732
C 0.10854 -0.74893 -1.54098
C -1.06558 -2.15360 -0.07062
C -1.01931 -0.01766 -1.73672
C -2.29772 -1.64511 -0.51172
C -2.24554 -0.56381 -1.31737
H 1.02929 -2.37298 -0.50145
H 1.07483 -0.58666 -2.06464
H -1.10224 -3.02357 0.60853
H -3.25865 -2.03719 -0.12831
H -1.95558 1.73704 -2.94960
H -0.44965 1.40919 -3.30001
H -3.10917 -0.00744 -1.70630
H -0.58581 2.16675 -1.87636
C 1.87588 0.45884 2.19431
C 0.77852 1.32238 2.69650
C 1.94600 0.43013 0.64506
H 2.78012 0.96342 2.64303
H 1.55839 -0.76158 2.59937
H -0.17661 0.84922 2.83832
H 2.93926 0.29404 0.25588
H 1.27607 -0.35894 0.34600
H 1.55575 1.42914 0.16411
H 0.73920 1.61593 3.80662
H 0.43182 2.15210 2.08253
```

As for the multiplicity: 2. The relative energy (zero: lowest compared OMol25 entry of this formula, charge and spin) is 60.47 kcal per mole. The LUMO energy (spin up / spin down) is 3.9 / 3.7 eV. The charge is -1. The calculation puts the frontier orbital gap (spin up / spin down) at 2.9 / 7.7 eV.


(2)
DFT (ωB97M-V/def2-TZVPD) results for 12 unconnected molecules or ions with the total composition C29H84N2O12 at a distorted geometry.

The geometry in XYZ format:
```
127
Properties=species:S:1:pos:R:3
C -3.18113 -19.42354 -10.46092
O -2.45660 -19.41993 -11.68560
C -1.57995 -20.55982 -11.75107
C -1.28170 -20.79107 -13.28046
C -2.48790 -21.40037 -14.06027
N -0.11726 -21.65348 -13.37360
H -3.85601 -18.57156 -10.37868
H -2.48374 -19.21206 -9.65037
H -3.76837 -20.32911 -10.30863
H -0.69118 -20.23844 -11.20803
H -1.92903 -21.43729 -11.20674
H -1.10926 -19.83374 -13.77227
H -3.40074 -20.85438 -13.82213
H -2.54753 -22.47718 -13.90206
H -2.40397 -21.27416 -15.13968
H -0.02522 -21.91697 -14.34427
H -0.29728 -22.56658 -12.98126
C 0.30235 -13.95101 -12.71590
O 0.36218 -15.30376 -12.25994
C 0.60147 -16.18715 -13.28013
C 0.89480 -17.59702 -12.72815
C 2.25982 -17.74059 -12.07133
N 0.94518 -18.55188 -13.74193
H -0.02779 -13.29295 -11.91212
H -0.46273 -13.88255 -13.48924
H 1.31937 -13.67892 -12.99829
H -0.25504 -16.23867 -13.95230
H 1.42667 -15.89095 -13.92775
H 0.09753 -17.88894 -12.04460
H 3.01027 -17.60193 -12.84959
H 2.52057 -18.71230 -11.65194
H 2.59313 -16.98364 -11.36137
H 0.28573 -18.53091 -14.50663
H 0.61739 -19.38452 -13.27358
C 7.95973 -17.98720 -10.74707
C 6.78820 -18.57937 -9.89949
C 5.49703 -18.85200 -10.69023
O 7.31190 -19.80605 -9.40364
H 8.92065 -18.15615 -10.26106
H 7.79910 -16.91254 -10.83324
H 7.95906 -18.45709 -11.73059
H 6.54160 -18.05414 -8.97677
H 4.82354 -19.34567 -9.98966
H 5.61898 -19.52882 -11.53590
H 5.00476 -17.96957 -11.09898
H 7.32180 -20.49863 -10.06834
C 4.76725 -20.65957 -5.11962
C 5.32900 -22.06544 -5.57680
C 5.96568 -22.02374 -6.95298
O 6.23445 -22.43341 -4.61103
H 5.61662 -20.00021 -4.94098
H 4.28246 -20.83308 -4.15890
H 4.04695 -20.14481 -5.75545
H 4.51026 -22.78360 -5.62152
H 7.02776 -21.77940 -6.97284
H 5.55389 -21.35088 -7.70518
H 5.91601 -23.05276 -7.30900
H 6.90601 -21.75109 -4.68201
C 1.13497 -26.69807 -9.07403
C -0.24115 -26.61878 -8.43322
C -1.33519 -26.72894 -9.54611
O -0.30176 -27.68763 -7.51236
H 1.32023 -25.93861 -9.83363
H 1.28128 -27.62858 -9.62252
H 1.93907 -26.70355 -8.33817
H -0.24717 -25.61412 -8.01044
H -2.36527 -26.80132 -9.19712
H -1.05762 -27.57414 -10.17595
H -1.44962 -25.78074 -10.07138
H -1.15314 -27.70308 -7.06904
C -0.48355 -25.46930 -14.01323
C 0.21948 -25.22459 -12.70412
C 1.70760 -25.11881 -12.92352
O -0.31021 -24.08151 -12.12093
H -1.57183 -25.40912 -14.02405
H -0.16998 -26.42697 -14.42875
H -0.05927 -24.77764 -14.74102
H -0.07209 -26.03971 -12.04182
H 1.99806 -26.02222 -13.45981
H 2.33650 -25.20356 -12.03729
H 2.05937 -24.30081 -13.55219
H 0.24165 -23.88589 -11.36015
C 4.61634 -27.77904 -10.44621
C 4.80982 -26.35065 -10.03095
C 5.45004 -26.34925 -8.61683
O 5.62352 -25.75633 -11.03010
H 5.49765 -28.39986 -10.60735
H 4.00709 -27.85276 -11.34704
H 4.02609 -28.38215 -9.75629
H 3.89405 -25.76081 -10.07056
H 4.74366 -26.73419 -7.88135
H 5.72033 -25.35772 -8.25364
H 6.38607 -26.90237 -8.53926
H 6.29415 -26.38139 -11.31495
C 1.54592 -25.55078 -3.18617
C 1.57537 -25.55402 -4.69203
C 2.76469 -26.37641 -5.26823
O 0.45758 -26.26411 -5.14889
H 1.20170 -26.48680 -2.74631
H 0.98985 -24.71126 -2.76894
H 2.55547 -25.37733 -2.81356
H 1.55341 -24.54171 -5.09556
H 3.68512 -25.92813 -4.89414
H 2.89305 -26.33845 -6.34998
H 2.64561 -27.41965 -4.97570
H 0.64088 -26.57716 -6.03771
C 2.27567 -22.86897 -8.28008
C 1.54761 -22.17579 -9.36181
C 2.28677 -21.73429 -10.69926
O 0.47440 -22.98670 -9.83206
H 1.67670 -23.46247 -7.58936
H 2.67875 -22.07628 -7.64978
H 3.12026 -23.52638 -8.48641
H 1.08710 -21.28814 -8.92812
H 3.15641 -21.13790 -10.42331
H 1.72375 -20.96836 -11.23263
H 2.63894 -22.56514 -11.31063
H -0.19518 -22.98273 -9.14413
O -0.99228 -23.03402 -7.44236
H -1.32429 -23.72698 -6.87159
H -0.25526 -22.65873 -6.96049
O 0.77545 -21.82845 -5.57855
H 0.55775 -20.90051 -5.49044
H 0.88929 -22.13472 -4.67885
O -3.50946 -23.08800 -8.96529
H -3.33831 -23.64129 -9.72741
H -2.64773 -22.94589 -8.57353
```

Its SMILES is COC[C@H](C)N.COC[C@H](C)N.CC(C)O.CC(C)O.CC(C)O.CC(C)O.CC(C)O.CC(C)O.CC(C)O.O.O.O. The LUMO energy is -0.1 eV. The calculation puts the frontier orbital gap at 8.5 eV.


(3)
DFT (ωB97M-V/def2-TZVPD) results for 4 unconnected molecules or ions with the total composition C2H11NO3 at a distorted geometry.

The geometry in XYZ format:
```
17
Properties=species:S:1:pos:R:3
C 1.12321 2.87725 -2.06869
C -0.81286 1.82803 -1.31769
N -0.15726 2.90174 -1.35812
H 2.02387 2.32678 -1.60158
H 1.44557 3.94502 -2.32193
H 1.04711 2.35166 -3.12607
H -1.58131 1.53592 -0.57953
H -0.52633 1.05201 -1.99286
H -1.28760 0.88520 1.51416
H -0.47161 1.72244 2.38656
O -1.45378 1.69859 2.06851
H 2.65611 -5.50596 1.72343
H 1.64724 -6.62270 2.33394
O 1.92891 -5.67744 2.31851
H -0.57607 -2.20746 -1.12293
H -1.69149 -2.21620 -0.21178
O -0.90598 -1.74746 -0.28406
```

As for the multiplicity: 2. The relative energy (zero: lowest compared OMol25 entry of this formula, charge and spin) is 72.80 kcal per mole. The LUMO energy (spin up / spin down) is -5.7 / -9.3 eV. The charge is +1. The calculation puts the frontier orbital gap (spin up / spin down) at 7.5 / 4.0 eV.


(4)
DFT (ωB97M-V/def2-TZVPD) results for a molecular structure, C21H30MnN6O2PSe3Te.

The geometry in XYZ format:
```
65
Properties=species:S:1:pos:R:3
Mn 0.23702 0.47840 -0.38628
C 3.23659 0.99898 -0.12593
C 3.17383 0.58672 -1.58216
C 2.52278 -0.74485 -1.83128
C 3.18133 -1.70759 -2.57789
C 2.55380 -2.90962 -2.85986
C 1.26302 -3.10287 -2.41062
C 0.66238 -2.10040 -1.66946
N 1.28670 -0.96274 -1.35236
N 1.95869 1.46189 0.45231
C 1.98813 1.23160 1.90810
C 1.82129 -0.23419 2.17314
C 2.65070 -0.96870 3.00110
C 2.40948 -2.32781 3.14241
C 1.35402 -2.89877 2.45031
C 0.57310 -2.09356 1.63699
N 0.79717 -0.77940 1.50135
C 1.73195 2.88704 0.21172
C 0.29714 3.23987 0.46837
C -0.09249 4.54893 0.70131
C -1.44271 4.84740 0.76440
C -2.35990 3.82746 0.57077
C -1.88684 2.54745 0.35556
N -0.58555 2.24148 0.34579
H 3.98842 1.78563 0.00965
H 3.56359 0.13936 0.46243
H 4.20016 0.53558 -1.94632
H 2.65555 1.34835 -2.17796
H 4.17825 -1.50460 -2.94447
H 3.05524 -3.66541 -3.44874
H 0.71228 -4.00043 -2.64204
H -0.35933 -2.18878 -1.31950
H 1.15134 1.77569 2.35345
H 2.91303 1.61862 2.35099
H 3.47308 -0.48906 3.51401
H 3.04385 -2.93228 3.77658
H 1.13731 -3.95475 2.52522
H -0.27002 -2.49670 1.08611
H 1.95108 3.10082 -0.83839
H 2.39365 3.50442 0.83259
H 0.65560 5.32380 0.80034
H -1.77355 5.86382 0.92771
H -3.42259 4.02262 0.55809
H -2.54732 1.72408 0.13079
Se -1.90102 -2.35870 -4.65222
Se -1.40391 -0.26744 -5.55961
Te 0.66978 0.60477 -4.51253
Se -0.14408 1.78002 -2.46518
N -2.09257 -0.62809 2.81171
C -3.24153 -0.19521 1.95711
P -2.84241 -1.16635 0.39668
O -2.80729 -2.56656 0.91581
O -1.52721 -0.57384 -0.04895
C -4.24451 -0.90157 -0.71651
N -4.22353 -1.95549 -1.72842
H -2.12321 -1.65912 2.81639
H -2.11015 -0.25271 3.75652
H -1.20942 -0.37299 2.33321
H -3.23158 0.88695 1.88659
H -4.15601 -0.54302 2.43337
H -4.16761 0.08263 -1.18366
H -5.14070 -0.90782 -0.08037
H -4.26986 -2.86203 -1.27474
H -2.83739 -1.84428 -3.64421
H -5.02700 -1.87663 -2.33930
```

As for the multiplicity: 2. The relative energy (zero: lowest compared OMol25 entry of this formula, charge and spin) is 2.70 kcal per mole. The LUMO energy (spin up / spin down) is -2.7 / -2.7 eV. The charge is +1. The calculation puts the frontier orbital gap (spin up / spin down) at 6.5 / 6.4 eV.


What is the formula in the third record? C2H11NO3